Record 1
Computed, not measured: a 9-piece molecular cluster, C57H114N5O17 overall, with ωB97M-V/def2-TZVPD.

Each line ends with the Mulliken charge.
Positions of all 193 atoms, in Å:
C (0.51, -0.24, -5.92)  -0.92
O (-0.65, 0.00, -5.14)  0.17
C (-1.55, -0.93, -5.30)  0.41
O (-1.39, -1.96, -5.88)  -0.60
O (-2.66, -0.60, -4.60)  0.17
C (-3.74, -1.54, -4.76)  -0.86
H (0.90, -1.18, -5.58)  0.28
H (1.24, 0.56, -5.75)  0.29
H (0.33, -0.30, -6.99)  0.37
H (-3.92, -1.99, -5.73)  0.37
H (-4.60, -0.93, -4.44)  0.19
H (-3.61, -2.32, -4.03)  0.28
C (-0.92, 3.43, -5.35)  -0.51
O (-1.91, 2.94, -6.22)  -0.33
C (-3.09, 3.52, -6.21)  1.03
O (-3.38, 4.48, -5.49)  -0.64
O (-3.91, 2.94, -7.04)  -0.39
C (-5.30, 3.41, -7.07)  -0.65
H (-1.12, 3.04, -4.36)  0.11
H (-0.89, 4.55, -5.40)  0.41
H (0.05, 2.99, -5.68)  0.14
H (-5.28, 4.51, -7.13)  0.33
H (-5.84, 3.13, -6.18)  0.25
H (-5.76, 2.97, -7.96)  0.24
C (5.77, 0.03, 2.52)  0.46
O (5.99, -0.88, 3.61)  -0.44
C (4.82, -1.40, 4.16)  0.92
O (3.73, -0.99, 3.76)  -0.54
O (5.01, -2.17, 5.20)  -0.40
C (3.88, -2.50, 6.00)  -0.55
H (6.73, 0.51, 2.37)  0.29
H (4.92, 0.70, 2.66)  -0.34
H (5.66, -0.47, 1.54)  -0.07
H (3.05, -2.31, 5.29)  0.23
H (3.98, -1.90, 6.85)  0.26
H (3.86, -3.57, 6.22)  0.25
C (-2.81, 5.86, 1.70)  -0.69
O (-2.00, 4.71, 1.84)  -0.09
C (-2.16, 4.08, 2.92)  0.59
O (-3.02, 4.38, 3.81)  -0.70
O (-1.18, 3.11, 3.10)  0.30
C (-1.17, 2.35, 4.26)  -0.82
H (-3.02, 5.90, 0.63)  0.09
H (-2.30, 6.79, 1.95)  0.24
H (-3.70, 5.74, 2.26)  0.42
H (-1.89, 1.56, 4.38)  0.32
H (-1.26, 2.93, 5.19)  0.33
H (-0.09, 1.96, 4.36)  0.16
C (-2.01, -6.30, 3.74)  -1.61
C (-2.34, -6.17, 2.31)  1.44
C (-3.56, -7.17, 2.13)  -1.44
C (-4.89, -6.81, 2.81)  -0.41
C (-5.22, -5.60, 2.17)  -1.23
C (-4.34, -4.23, 2.44)  1.59
N (-2.96, -4.78, 2.19)  0.53
O (-1.91, -3.88, 2.59)  -0.43
C (-4.46, -3.19, 1.41)  -2.12
C (-4.66, -3.82, 3.88)  -1.50
C (-1.31, -6.38, 1.17)  -1.72
H (-2.65, -6.00, 4.55)  0.32
H (-1.11, -5.70, 3.88)  0.42
H (-1.67, -7.34, 4.02)  0.35
H (-3.80, -7.27, 1.10)  0.40
H (-3.17, -8.17, 2.45)  0.50
H (-4.66, -6.74, 3.93)  0.22
H (-5.61, -7.64, 2.72)  0.32
H (-6.27, -5.26, 2.26)  0.53
H (-5.03, -5.75, 1.09)  0.43
H (-4.37, -3.36, 0.32)  0.37
H (-5.54, -2.90, 1.51)  0.41
H (-3.75, -2.47, 1.76)  0.39
H (-4.10, -2.89, 4.09)  0.37
H (-5.73, -3.47, 3.80)  0.40
H (-4.59, -4.53, 4.68)  0.33
H (-0.95, -7.39, 1.45)  0.42
H (-0.40, -5.83, 1.43)  0.32
H (-1.62, -6.31, 0.13)  0.36
C (-6.79, 1.87, 0.98)  -1.86
C (-5.42, 2.16, 0.28)  1.86
C (-5.09, 0.98, -0.67)  -0.46
C (-5.53, 1.35, -2.11)  -1.58
C (-4.70, 2.42, -2.72)  0.58
C (-5.18, 3.67, -1.84)  1.64
N (-5.39, 3.43, -0.34)  1.35
O (-5.74, 4.40, 0.24)  -0.75
C (-4.09, 4.66, -1.85)  -1.18
C (-6.33, 4.32, -2.44)  -2.00
C (-4.38, 2.06, 1.41)  -1.62
H (-6.81, 1.04, 1.67)  0.42
H (-7.67, 1.87, 0.24)  0.33
H (-7.00, 2.87, 1.45)  0.42
H (-4.09, 0.62, -0.67)  -0.39
H (-5.64, 0.07, -0.59)  0.55
H (-6.57, 1.69, -2.06)  0.21
H (-5.63, 0.44, -2.71)  0.55
H (-4.89, 2.43, -3.80)  -0.34
H (-3.58, 2.19, -2.73)  -0.22
H (-3.17, 4.33, -1.31)  -0.09
H (-3.88, 4.84, -2.94)  0.27
H (-4.40, 5.65, -1.49)  0.42
H (-7.24, 3.71, -2.57)  0.35
H (-6.71, 4.98, -1.63)  0.47
H (-6.08, 4.84, -3.35)  0.40
H (-4.45, 1.16, 2.00)  0.54
H (-4.53, 2.96, 2.03)  0.65
H (-3.30, 2.22, 1.21)  -0.45
C (1.35, 1.61, -1.55)  -1.77
C (0.36, 0.81, -0.83)  2.66
C (-0.53, -0.02, -1.80)  -0.66
C (-1.47, -0.97, -0.87)  -0.02
C (-0.45, -1.98, -0.24)  -0.69
C (0.47, -1.33, 0.83)  1.58
N (0.99, -0.18, 0.05)  1.28
O (2.35, 0.18, 0.33)  -0.59
C (-0.29, -0.73, 2.03)  -1.79
C (1.51, -2.18, 1.41)  -0.95
C (-0.56, 1.81, -0.02)  -0.44
H (0.93, 2.24, -2.31)  0.13
H (1.94, 0.86, -2.04)  0.39
H (1.92, 2.20, -0.86)  0.11
H (-1.07, 0.64, -2.54)  -0.37
H (0.02, -0.64, -2.52)  -0.11
H (-2.05, -1.56, -1.58)  0.47
H (-2.11, -0.50, -0.13)  -0.27
H (0.20, -2.35, -1.04)  -0.81
H (-0.87, -2.68, 0.36)  0.64
H (-0.62, -1.60, 2.59)  0.38
H (0.43, -0.29, 2.70)  0.31
H (-1.10, -0.03, 2.08)  0.10
H (2.09, -1.36, 1.85)  0.43
H (1.34, -2.97, 2.17)  0.30
H (2.17, -2.50, 0.57)  -0.16
H (-0.07, 2.37, 0.78)  -0.22
H (-1.43, 1.32, 0.46)  -0.74
H (-0.95, 2.61, -0.71)  0.43
C (7.10, -4.87, -3.10)  -1.88
C (5.84, -4.74, -2.22)  1.74
C (6.22, -3.87, -1.01)  -1.86
C (5.05, -3.34, -0.29)  -0.20
C (4.24, -2.52, -1.19)  0.08
C (3.70, -3.27, -2.45)  1.81
N (4.77, -4.07, -2.97)  0.70
O (4.55, -4.65, -4.15)  -0.64
C (2.58, -4.19, -1.92)  -1.26
C (3.22, -2.17, -3.39)  -1.83
C (5.39, -6.05, -1.76)  -1.56
H (7.76, -5.62, -2.70)  0.44
H (7.68, -3.93, -3.21)  0.34
H (6.80, -5.20, -4.10)  0.42
H (6.91, -4.45, -0.46)  0.62
H (6.75, -3.06, -1.50)  0.46
H (5.43, -2.60, 0.43)  0.05
H (4.47, -4.06, 0.27)  0.30
H (4.92, -1.72, -1.41)  0.75
H (3.44, -1.97, -0.64)  -1.09
H (1.65, -3.63, -1.82)  -0.19
H (2.34, -4.92, -2.70)  0.61
H (2.77, -4.60, -0.91)  0.34
H (4.00, -1.51, -3.68)  0.52
H (2.71, -2.42, -4.35)  0.37
H (2.58, -1.50, -2.73)  0.16
H (5.91, -6.37, -0.82)  0.28
H (5.55, -6.91, -2.41)  0.41
H (4.31, -5.95, -1.69)  0.30
C (2.79, 2.77, 2.82)  -2.72
C (3.58, 4.12, 2.52)  2.14
C (3.87, 4.83, 3.86)  -1.39
C (4.97, 5.94, 3.76)  -0.67
C (6.23, 5.22, 3.23)  -1.17
C (5.97, 4.74, 1.75)  1.12
N (4.74, 3.92, 1.67)  1.03
O (4.64, 3.07, 0.71)  -0.56
C (5.60, 5.87, 0.79)  -1.85
C (7.18, 3.88, 1.27)  -1.86
C (2.73, 5.01, 1.61)  -1.66
H (3.38, 2.02, 3.29)  0.37
H (2.53, 2.30, 1.86)  0.30
H (1.92, 2.94, 3.42)  0.75
H (2.92, 5.22, 4.14)  0.50
H (4.18, 4.17, 4.70)  0.41
H (5.22, 6.16, 4.80)  0.42
H (4.68, 6.77, 3.13)  0.39
H (6.42, 4.38, 3.88)  0.43
H (7.06, 5.89, 3.17)  0.51
H (4.62, 6.21, 0.91)  0.47
H (6.28, 6.69, 1.03)  0.36
H (5.66, 5.53, -0.20)  0.48
H (8.06, 4.56, 1.29)  0.44
H (7.44, 3.08, 1.96)  0.34
H (7.36, 3.56, 0.26)  0.35
H (2.88, 4.68, 0.55)  0.38
H (3.01, 6.09, 1.73)  0.39
H (1.63, 4.96, 1.76)  0.14

Values from the calculation:
Electronic energy in Ha: -3792.49606
Expectation value of S²: 8.773
Molecular weight in g/mol: 1141.557
Total charge: 0
Energy relative to the best compared isomer or geometry (same formula, charge and spin) in kJ/mol: 70.8
Highest occupied orbital energy (spin up / spin down) in eV: -7.32 / -8.95
E_LUMO (spin up / spin down) in eV: 0.4 / -0.1
2S+1: 6

***

Record 2
Computed, not measured: the molecule C10H11NO2, with ωB97M-V/def2-TZVPD.

Each line ends with the natural charge from an NBO analysis.
Positions of all 24 atoms, in Å:
C (2.25, 1.83, 0.12)  -0.20
C (2.18, 1.61, 1.48)  -0.19
C (1.19, 1.50, -0.68)  -0.20
C (1.10, 0.94, 2.07)  -0.20
C (0.12, 0.84, -0.19)  -0.01
C (0.06, 0.55, 1.23)  -0.09
C (-0.80, -1.26, -1.03)  0.09
C (-0.72, 0.19, -1.30)  -0.44
C (-1.14, -0.01, 1.89)  0.22
C (-0.79, -2.38, -2.02)  -0.65
N (-0.96, -1.70, 0.16)  0.12
O (-0.96, -2.84, 0.59)  -0.39
O (-2.38, 0.39, 1.52)  -0.66
H (3.15, 2.33, -0.18)  0.21
H (2.99, 1.89, 1.97)  0.20
H (1.37, 1.71, -1.65)  0.20
H (0.95, 0.68, 3.05)  0.21
H (-1.66, 0.88, -1.39)  0.21
H (-0.30, 0.30, -2.26)  0.23
H (-0.85, -0.59, 2.70)  0.19
H (-0.90, -3.37, -1.55)  0.25
H (0.06, -2.26, -2.71)  0.21
H (-1.55, -2.35, -2.73)  0.22
H (-2.43, 1.10, 0.91)  0.49

Values from the calculation:
Electronic energy in Ha: -592.67786
Molecular weight in g/mol: 177.203
Total charge: 0
Energy relative to the best compared isomer or geometry (same formula, charge and spin) in kJ/mol: 646.9
Highest occupied orbital energy (spin up / spin down) in eV: -6.80 / -8.41
E_LUMO (spin up / spin down) in eV: -0.2 / 0.3

***

Record 3
Computed, not measured: a 2-piece molecular cluster, C2H3ClSi overall, with ωB97M-V/def2-TZVPD.

Each line ends with the natural charge from an NBO analysis.
Positions of all 7 atoms, in Å:
C (-1.48, -0.68, 0.52)  -0.24
C (-1.12, -1.81, 0.70)  -0.21
Si (1.41, 1.28, -0.16)  0.80
Cl (3.21, 1.99, -1.12)  -0.49
H (-1.68, 0.29, 0.21)  0.22
H (-0.85, -2.72, 1.11)  0.23
H (0.52, 1.65, -1.26)  -0.32

Values from the calculation:
Electronic energy in Ha: -827.58230
Molecular weight in g/mol: 90.585
Total charge: 0
Energy relative to the best compared isomer or geometry (same formula, charge and spin) in kJ/mol: 210.7
Highest occupied orbital energy in eV: -9.14
E_LUMO in eV: -1.1